No. 1
Below is C52H39Cl2F3N2OP2SbTi as an isolated structure, with properties calculated with ωB97M-V/def2-TZVPD.

Structure (XYZ):
```
103
Properties=species:S:1:pos:R:3
Ti 0.646 -0.079 0.620
C -0.908 4.276 1.343
N -0.377 2.942 1.009
P 1.128 2.497 0.376
C 1.221 2.921 -1.366
C 1.219 1.904 -2.321
C 1.284 2.205 -3.674
C 1.335 3.533 -4.074
C 1.318 4.556 -3.131
C 1.268 4.256 -1.780
C 2.372 3.483 1.203
C 3.604 3.690 0.576
C 4.603 4.393 1.229
C 4.379 4.900 2.502
C 3.153 4.709 3.126
C 2.152 3.997 2.486
P -1.235 1.508 1.048
C -0.982 0.691 2.626
C 0.235 0.914 3.300
C 0.572 0.136 4.401
C -0.281 -0.872 4.816
C -1.478 -1.111 4.140
C -1.830 -0.348 3.045
C -2.952 1.715 0.663
C -3.896 1.895 1.678
C -5.220 2.119 1.337
C -5.595 2.171 0.000
C -4.653 2.004 -1.009
C -3.328 1.775 -0.681
H -0.138 5.022 1.162
H -1.199 4.324 2.392
H -1.770 4.502 0.716
H 1.175 0.859 -2.017
H 1.294 1.414 -4.412
H 1.391 3.776 -5.127
H 1.356 5.589 -3.451
H 1.283 5.057 -1.050
H 3.780 3.329 -0.430
H 5.553 4.560 0.739
H 5.158 5.458 3.004
H 2.973 5.125 4.108
H 1.192 3.886 2.974
H 0.878 1.731 3.008
H 1.491 0.329 4.938
H -0.024 -1.472 5.679
H -2.145 -1.891 4.485
H -2.756 -0.543 2.520
H -3.603 1.869 2.720
H -5.958 2.264 2.115
H -6.630 2.352 -0.258
H -4.953 2.057 -2.047
H -2.590 1.650 -1.465
Cl 0.885 -4.323 2.903
C 2.138 -3.570 2.011
C 3.346 -4.264 1.782
C 4.354 -3.689 1.059
Cl 5.811 -4.547 0.789
C 4.191 -2.383 0.507
C 5.145 -1.708 -0.268
C 4.855 -0.460 -0.781
C 3.614 0.109 -0.535
N 2.673 -0.491 0.201
C 2.970 -1.729 0.738
C 1.960 -2.305 1.517
O 0.832 -1.558 1.681
H 3.467 -5.259 2.187
H 6.106 -2.170 -0.457
H 5.577 0.078 -1.378
H 3.368 1.076 -0.950
F -5.863 -3.270 2.323
C -4.809 -2.926 1.595
C -5.008 -2.171 0.450
C -3.905 -1.818 -0.310
C -2.630 -2.214 0.092
C -2.451 -2.966 1.254
C -3.552 -3.336 2.010
Sb -0.976 -1.635 -1.059
C 0.267 -3.318 -1.280
C -0.043 -4.555 -0.721
C 0.857 -5.605 -0.820
C 2.059 -5.389 -1.471
F 2.939 -6.382 -1.540
C 2.383 -4.174 -2.053
C 1.477 -3.132 -1.949
C -1.702 -1.189 -2.971
C -1.658 0.096 -3.506
C -2.164 0.336 -4.774
C -2.706 -0.725 -5.480
F -3.189 -0.499 -6.693
C -2.758 -2.012 -4.969
C -2.249 -2.244 -3.703
H -6.012 -1.890 0.162
H -4.049 -1.249 -1.220
H -1.461 -3.257 1.588
H -3.455 -3.939 2.903
H -0.988 -4.722 -0.219
H 0.638 -6.581 -0.406
H 3.320 -4.070 -2.585
H 1.718 -2.180 -2.414
H -1.226 0.917 -2.950
H -2.144 1.320 -5.222
H -3.188 -2.807 -5.563
H -2.278 -3.250 -3.300
```

Values from the calculation:
E_LUMO (eV): -9.61
Orbital gap (eV): 6.31
Total charge: +3
Energy relative to the best compared isomer or geometry (same formula, charge and spin) (eV): 0.230
Highest occupied orbital energy (eV): -15.92

Atom charges from the Mulliken analysis, given in e for atoms 1 to 8: Ti -0.095; C -1.170; N 1.089; P 1.210; C 0.584; C -0.197; C -0.776; C -0.838

No. 2
Below is C52H41AuN9OP as an isolated structure, with properties calculated with ωB97M-V/def2-TZVPD.

Structure (XYZ):
```
105
Properties=species:S:1:pos:R:3
Au 0.371 0.584 0.108
C 2.144 -4.755 -0.424
N 2.193 -3.295 -0.534
C 1.234 -2.428 -0.128
N 1.653 -1.189 -0.354
C 2.900 -1.240 -0.911
C 3.248 -2.569 -1.039
C 4.495 -3.164 -1.550
C 4.475 -4.152 -2.533
C 5.663 -4.658 -3.038
C 6.876 -4.174 -2.569
C 6.901 -3.187 -1.592
C 5.716 -2.680 -1.085
C 3.618 -0.017 -1.307
C 3.701 1.054 -0.421
C 4.288 2.245 -0.821
C 4.798 2.367 -2.107
C 4.735 1.294 -2.986
C 4.146 0.103 -2.590
P -0.304 -2.878 0.715
C -0.280 -1.637 2.042
N -0.108 -0.332 1.884
C -0.137 0.278 3.104
C -0.334 -0.697 4.053
N -0.431 -1.888 3.364
C -0.671 -3.196 3.980
C -0.459 -0.583 5.517
C -1.414 0.279 6.051
C -1.525 0.423 7.425
C -0.687 -0.292 8.269
C 0.269 -1.149 7.741
C 0.386 -1.294 6.366
C 0.097 1.726 3.192
C -0.442 2.563 2.210
C -0.134 3.916 2.190
C 0.689 4.446 3.173
C 1.197 3.625 4.172
C 0.911 2.268 4.182
C -1.564 -2.088 -0.408
N -1.685 -0.832 -0.719
C -2.847 -0.712 -1.473
C -3.386 -2.029 -1.667
N -2.580 -2.852 -0.979
C -2.729 -4.311 -0.903
C -4.494 -2.526 -2.487
C -4.457 -2.326 -3.869
C -5.492 -2.800 -4.657
C -6.570 -3.451 -4.070
C -6.611 -3.645 -2.695
C -5.570 -3.193 -1.900
C -3.396 0.507 -1.922
C -2.635 1.713 -1.860
C -3.140 2.887 -2.344
C -4.434 2.914 -2.890
C -5.227 1.758 -2.918
C -4.733 0.577 -2.438
H 1.538 -5.033 0.433
H 3.156 -5.125 -0.285
H 1.725 -5.195 -1.326
H 3.531 -4.515 -2.925
H 5.642 -5.421 -3.804
H 7.803 -4.562 -2.969
H 7.847 -2.813 -1.223
H 5.734 -1.910 -0.323
H 3.318 0.951 0.589
H 4.346 3.077 -0.133
H 5.247 3.299 -2.424
H 5.137 1.387 -3.986
H 4.084 -0.730 -3.280
H -1.270 -3.053 4.874
H 0.270 -3.669 4.252
H -1.207 -3.832 3.282
H -2.064 0.838 5.389
H -2.270 1.091 7.837
H -0.775 -0.177 9.341
H 0.931 -1.697 8.398
H 1.153 -1.941 5.957
H -1.174 2.172 1.505
H -0.547 4.555 1.420
H 0.928 5.501 3.166
H 1.834 4.041 4.941
H 1.335 1.628 4.945
H -3.111 -4.671 -1.854
H -3.423 -4.580 -0.109
H -1.762 -4.761 -0.704
H -3.617 -1.809 -4.320
H -5.460 -2.658 -5.729
H -7.384 -3.808 -4.687
H -7.454 -4.149 -2.242
H -5.607 -3.335 -0.826
H -1.631 1.703 -1.466
H -2.535 3.784 -2.323
H -4.829 3.844 -3.280
H -6.234 1.801 -3.308
H -5.373 -0.291 -2.416
N 0.454 0.214 -3.119
C 0.494 1.507 -2.713
O 0.710 1.785 -1.452
C 0.253 2.536 -3.596
C 0.122 3.860 -3.087
N 0.020 4.903 -2.610
C 0.021 2.199 -4.957
N -0.168 1.771 -6.010
H 0.750 -0.514 -2.497
H 0.331 0.012 -4.098
```

Values from the calculation:
E_LUMO (spin up / spin down) (eV): -5.24 / -8.49
Orbital gap (spin up / spin down) (eV): 7.01 / 3.75
Multiplicity: 3
Total charge: +2
Energy relative to the best compared isomer or geometry (same formula, charge and spin) (eV): 0.000
Highest occupied orbital energy (spin up / spin down) (eV): -12.26 / -12.23

Atom charges from the Mulliken analysis, given in e for atoms 1 to 8: Au 1.640; C -1.120; N 0.207; C -0.476; N 0.242; C -1.012; C 0.965; C 0.212

No. 3
Below is C52H41ClN5O3PS2Sr as an isolated structure at a distorted geometry, with properties calculated with ωB97M-V/def2-TZVPD.

Structure (XYZ):
```
106
Properties=species:S:1:pos:R:3
Sr 1.560 1.957 -0.613
C -2.772 -0.593 4.994
C -2.320 0.664 4.235
C -2.975 0.644 2.853
C -2.801 1.923 4.972
C -0.797 0.679 4.155
C -0.045 0.722 5.341
C 1.336 0.759 5.335
C 1.993 0.742 4.113
S 3.689 0.782 3.754
C 3.317 0.709 2.037
N 2.045 0.655 1.775
C 1.270 0.684 2.915
C -0.125 0.657 2.945
C 4.358 0.662 1.009
C 5.682 0.411 1.394
C 6.673 0.297 0.439
C 6.325 0.424 -0.899
C 5.010 0.695 -1.263
C 3.965 0.844 -0.338
H -3.863 -0.636 5.032
H -2.395 -0.602 6.017
H -2.410 -1.489 4.485
H -4.060 0.661 2.968
H -2.712 -0.259 2.297
H -2.689 1.515 2.262
H -3.892 1.946 5.001
H -2.450 2.818 4.454
H -2.433 1.956 5.997
H -0.550 0.729 6.298
H 1.890 0.804 6.263
H -0.644 0.639 1.994
H 5.925 0.300 2.446
H 7.697 0.106 0.731
H 7.090 0.324 -1.663
H 4.794 0.796 -2.324
Cl 0.780 -0.090 -3.479
C -0.677 0.631 -4.081
C -0.785 0.944 -5.425
C -1.951 1.524 -5.894
C -2.995 1.783 -5.021
C -2.876 1.473 -3.675
C -1.717 0.884 -3.178
P -1.394 0.539 -1.399
C -3.041 0.960 -0.693
C -3.291 2.307 -0.421
C -4.527 2.713 0.056
C -5.526 1.776 0.281
C -5.282 0.436 0.027
C -4.047 0.026 -0.454
C -1.561 -1.286 -1.320
C -2.111 -2.073 -2.325
C -2.366 -3.417 -2.096
C -2.100 -3.979 -0.854
C -1.537 -3.202 0.147
C -1.252 -1.868 -0.092
H 0.045 0.739 -6.089
H -2.047 1.768 -6.944
H -3.909 2.234 -5.383
H -3.699 1.691 -3.009
H -2.522 3.041 -0.618
H -4.716 3.762 0.248
H -6.491 2.090 0.659
H -6.058 -0.300 0.198
H -3.873 -1.022 -0.656
H -2.354 -1.634 -3.286
H -2.801 -4.025 -2.880
H -2.321 -5.023 -0.670
H -1.322 -3.636 1.115
H -0.795 -1.262 0.684
O 1.608 3.712 1.673
C 1.024 4.151 0.695
N 0.107 3.467 -0.018
S 0.105 4.011 -1.517
O -1.193 3.993 -2.120
O 1.134 3.284 -2.264
C 0.794 5.617 -1.175
C 0.952 6.753 -1.939
C 1.655 7.807 -1.368
C 2.193 7.701 -0.089
C 2.030 6.547 0.666
C 1.311 5.507 0.106
H 0.540 6.823 -2.937
H 1.796 8.720 -1.932
H 2.752 8.531 0.322
H 2.441 6.457 1.662
N 1.234 -10.882 -2.230
C 1.387 -9.759 -2.034
C 1.572 -8.363 -1.788
C 0.929 -7.418 -2.586
C 1.087 -6.071 -2.331
C 1.896 -5.639 -1.280
C 2.560 -6.585 -0.502
C 2.394 -7.934 -0.746
N 2.029 -4.270 -1.004
C 2.396 -3.704 0.204
C 2.342 -2.359 0.023
N 1.951 -2.071 -1.265
C 1.754 -3.220 -1.841
H 0.296 -7.748 -3.399
H 0.562 -5.347 -2.937
H 3.221 -6.269 0.292
H 2.901 -8.666 -0.133
H 2.650 -4.291 1.068
H 2.555 -1.560 0.715
H 1.468 -3.349 -2.873
```

Values from the calculation:
E_LUMO (eV): -0.21
Orbital gap (eV): 6.95
Total charge: 0
Highest occupied orbital energy (eV): -7.15

Atom charges from the Mulliken analysis, given in e for atoms 1 to 8: Sr 1.361; C -1.874; C 2.447; C -2.003; C -1.862; C 0.098; C -0.405; C -1.220

No. 4
Below is C52H41CuN8O5S as an isolated structure, with properties calculated with ωB97M-V/def2-TZVPD.

Structure (XYZ):
```
108
Properties=species:S:1:pos:R:3
Cu -0.080 -0.267 -0.404
C 9.364 -0.165 2.345
O 8.225 0.463 2.889
C 7.025 0.201 2.286
C 5.924 0.887 2.792
C 4.674 0.683 2.245
C 4.482 -0.201 1.178
C 5.590 -0.884 0.698
C 6.860 -0.693 1.237
C 3.119 -0.413 0.618
C 2.893 -0.196 -0.731
C 3.892 0.179 -1.708
C 3.299 0.102 -2.919
C 1.919 -0.267 -2.684
N 1.701 -0.419 -1.366
C 0.961 -0.416 -3.701
C -0.405 -0.528 -3.486
C -1.401 -0.560 -4.546
C -2.593 -0.368 -3.955
C -2.349 -0.255 -2.517
C -3.293 -0.022 -1.509
C -4.540 0.768 -1.719
C -5.302 1.190 -0.626
C -6.456 1.954 -0.755
C -6.871 2.367 -2.010
O -7.986 3.121 -2.251
C -8.769 3.474 -1.133
C -6.081 2.054 -3.110
C -4.939 1.296 -2.960
C -3.066 -0.579 -0.217
N -1.872 -0.808 0.350
C -2.094 -1.544 1.490
C -1.125 -1.936 2.397
C -1.573 -2.647 3.629
C -2.326 -1.986 4.602
C -2.734 -2.629 5.754
C -2.395 -3.964 5.960
O -2.840 -4.520 7.128
C -2.544 -5.883 7.342
C -1.648 -4.642 5.007
C -1.246 -3.975 3.852
C 0.249 -1.682 2.268
C 1.239 -1.959 3.271
C 2.416 -1.469 2.801
C 2.143 -0.918 1.502
N 0.826 -1.054 1.214
C -3.501 -1.822 1.611
C -4.109 -1.209 0.570
N -1.028 -0.451 -2.284
C 1.442 -0.346 -5.112
C 2.192 -1.370 -5.668
C 2.654 -1.313 -6.982
C 2.357 -0.200 -7.756
O 2.760 -0.035 -9.054
C 3.492 -1.089 -9.638
C 1.608 0.842 -7.216
C 1.161 0.766 -5.911
H 10.216 0.210 2.906
H 9.311 -1.252 2.452
H 9.489 0.085 1.288
H 6.067 1.578 3.613
H 3.822 1.220 2.643
H 5.460 -1.596 -0.107
H 7.693 -1.254 0.839
H 4.907 0.464 -1.490
H 3.735 0.305 -3.883
H -1.204 -0.727 -5.592
H -3.555 -0.411 -4.435
H -4.969 0.969 0.376
H -6.987 2.246 0.140
H -9.618 4.033 -1.519
H -9.129 2.588 -0.603
H -8.209 4.106 -0.438
H -6.357 2.447 -4.080
H -4.324 1.165 -3.832
H -2.598 -0.950 4.439
H -3.319 -2.117 6.508
H -3.000 -6.148 8.293
H -2.964 -6.511 6.552
H -1.465 -6.052 7.400
H -1.373 -5.679 5.141
H -0.661 -4.502 3.108
H 1.058 -2.450 4.214
H 3.381 -1.501 3.278
H -3.956 -2.430 2.375
H -5.151 -1.246 0.304
H 2.425 -2.236 -5.062
H 3.234 -2.135 -7.376
H 3.696 -0.788 -10.662
H 4.440 -1.255 -9.116
H 2.919 -2.021 -9.642
H 1.394 1.705 -7.832
H 0.587 1.581 -5.488
N 1.359 1.164 6.000
C 1.309 1.730 4.737
C 0.413 1.250 3.767
N 0.398 1.727 2.543
C 1.268 2.701 2.250
C 2.128 3.183 3.215
N 2.161 2.706 4.465
H 0.531 0.687 6.316
H 1.812 1.738 6.691
H -0.274 0.444 4.003
H 1.251 3.074 1.233
H 2.826 3.980 2.980
O -0.837 4.305 -0.924
S -1.164 2.871 -0.823
N -0.133 1.861 -0.606
```

Values from the calculation:
E_LUMO (spin up / spin down) (eV): 1.43 / 1.43
Orbital gap (spin up / spin down) (eV): 5.29 / 5.26
Multiplicity: 2
Total charge: -1
Energy relative to the best compared isomer or geometry (same formula, charge and spin) (eV): 0.001
Highest occupied orbital energy (spin up / spin down) (eV): -3.86 / -3.82

Atom charges from the Mulliken analysis, given in e for atoms 1 to 8: Cu -0.730; C -0.859; O -0.461; C 0.881; C -0.786; C 0.070; C -0.882; C -0.845

Number 1: DFT total energy -140990.3571 eV. Number 2: DFT total energy -83015.2556 eV. Number 3: DFT total energy -112501.2561 eV. Number 4: DFT total energy -132223.3013 eV.